Record 1
This record from OMol25 describes one molecule with the formula C5H6O. The level of theory is wB97M-V/def2-TZVPD.

ΔE to the lowest compared entry with this formula, charge and spin = 46.2 kcal/mol
Electronic energy = -269.272612 hartree
SMILES = C#CCCC=O
Orbital gap = 10.77 eV

```
12
Properties=species:S:1:pos:R:3:forces:R:3:nbo_charge:R:1
O 0.922444 2.130920 -1.378225 0.2 -0.4 0.2 -0.5204
C 1.466484 1.112283 -1.025262 -0.2 0.3 -0.1 0.4448
C 0.765252 -0.020573 -0.319163 -0.1 0.1 0.1 -0.5004
C -0.691590 0.293215 0.070137 0.0 0.1 0.1 -0.4924
C -1.332944 -0.844887 0.714681 -0.1 -0.4 0.4 0.0048
C -1.721825 -1.646002 1.525377 0.0 -0.2 -0.9 -0.2574
H 2.547671 0.948369 -1.234233 -0.2 0.0 0.0 0.1103
H 1.365674 -0.331287 0.545529 -0.1 0.1 -0.1 0.2359
H 0.815789 -0.883771 -1.006093 -0.2 0.2 0.2 0.2386
H -0.822187 1.022376 0.874945 0.8 0.5 -0.3 0.2504
H -1.219784 0.727248 -0.784513 -0.1 -0.4 0.1 0.2507
H -2.094983 -2.507892 2.016819 -0.1 0.0 0.3 0.2352
```
Forces are in eV/Å.

---

Record 2
This record from OMol25 describes a 3-piece molecular cluster, C4H17N2O2 overall at a distorted geometry. The level of theory is wB97M-V/def2-TZVPD.

ΔE to the lowest compared entry with this formula, charge and spin = 63.6 kcal/mol
Electronic energy = -422.291310 hartree
Charge = +1
Orbital gap = 10.29 eV

```
25
Properties=species:S:1:pos:R:3:forces:R:3:nbo_charge:R:1
C 1.748847 -1.815265 -0.458605 -1.5 0.3 2.1 -0.2406
N 2.224889 -1.218719 0.815326 1.1 -0.2 0.9 -0.8942
C 0.166913 -1.794588 -0.121601 -1.7 -0.5 -0.3 -0.2341
N -0.368446 -0.366361 -0.411505 1.5 -0.1 2.2 -0.5844
C -1.908763 -0.247710 -0.294864 2.4 4.4 -2.5 -0.2116
C -2.355091 0.491599 0.975338 -0.9 -4.6 2.4 -0.6767
H 2.103598 -1.188308 -1.314677 -0.8 -0.6 0.6 0.2228
H 2.061287 -2.861280 -0.581957 0.0 0.4 -0.2 0.2185
H 3.013556 -0.544188 0.804711 -0.6 -1.2 -0.3 0.3895
H 2.361446 -1.953289 1.560455 0.0 1.3 -1.3 0.3871
H -0.588547 -2.515248 -0.600426 1.6 1.0 -0.4 0.2162
H -0.134859 -2.044970 0.973383 1.4 0.8 -1.6 0.2342
H 0.067659 0.286737 0.399917 -0.8 -1.3 -2.5 0.5024
H -0.012101 -0.071514 -1.367519 -0.6 0.0 1.6 0.4525
H -2.291846 -1.185509 -0.613858 -0.7 -0.7 0.5 0.2264
H -1.996893 0.489403 -1.208739 -0.8 -1.4 1.7 0.2334
H -1.706896 0.668090 1.864155 0.6 -1.1 -0.9 0.2516
H -2.750972 1.423139 0.976671 -1.4 3.0 -1.6 0.2410
H -3.205662 -0.160921 1.397646 1.2 1.0 -0.4 0.2390
H 0.835274 2.868438 -1.819732 0.0 0.0 -0.1 0.4857
H 0.116994 2.599175 -3.195541 0.4 -0.8 2.2 0.4956
O 0.268790 2.224438 -2.259583 -0.4 0.6 -2.1 -0.9763
H 0.353582 2.992020 1.429952 0.3 -2.5 -0.6 0.5027
H 1.418053 1.917076 1.811596 -1.8 -0.1 -1.3 0.4960
O 0.579194 2.007753 1.239465 1.6 2.4 1.9 -0.9765
```
Forces are in eV/Å.